Below is a 3-piece molecular cluster, C5H14N2O overall, with properties calculated with ωB97M-V/def2-TZVPD.

Values from the calculation:
Kohn-Sham gap   8.8 eV
Highest occupied orbital energy   -8.05 eV
SMILES   [H]/N=C/C.C=CN.CO
Calculated total energy   -10438.097 eV
Charge   0
Relative energy (zero: lowest compared OMol25 entry of this formula, charge and spin)   2.931 eV
Max |F|   0.89 eV/Å

Geometry (Å):
H1 -1.49 0.77 -2.09
N1 -1.48 0.10 -1.32
C1 -0.68 -0.86 -1.44
C2 -0.56 -1.89 -0.38
H2 -0.03 -1.01 -2.32
H3 -0.60 -2.89 -0.82
H4 -1.35 -1.78 0.35
H5 0.41 -1.79 0.11
C3 0.13 1.11 2.06
C4 -0.99 1.41 1.42
N2 -2.18 0.73 1.52
H6 0.99 1.74 2.02
H7 0.20 0.24 2.69
H8 -1.05 2.29 0.79
H9 -2.68 0.66 0.64
H10 -2.09 -0.16 1.99
C5 2.25 0.56 -0.75
O1 2.56 -0.81 -0.79
H11 2.89 1.00 0.02
H12 2.46 1.05 -1.70
H13 1.20 0.73 -0.47
H14 2.10 -1.21 -1.53